No. 1
Formula: C46H37FGeN7O6RbS
Source: OMol25
Level of theory: ωB97M-V with the def2-TZVPD basis set

Results
Kohn-Sham gap (spin up / spin down)	4.3 / 4.3	eV
total charge	0
calculated total energy	-141738.4326	eV

The geometry in XYZ format:
```
100
C46H37FGeN7O6RbS ωB97M-V with the def2-TZVPD basis set
Rb 1.75 0.58 0.85
C -0.43 0.22 7.16
C -0.89 -0.12 5.86
C -0.09 0.09 4.76
C 1.21 0.60 4.92
C 1.63 1.08 6.20
C 0.82 0.83 7.28
N 2.18 0.35 3.92
N 3.38 0.55 4.37
C 4.42 0.35 3.53
C 5.72 0.60 4.09
C 6.86 0.28 3.38
C 6.70 -0.20 2.05
C 5.43 -0.17 1.50
N 4.31 0.00 2.23
H -1.03 0.08 8.04
H -1.90 -0.56 5.72
H -0.45 -0.15 3.75
H 2.61 1.50 6.32
H 1.17 1.14 8.25
H 5.78 1.00 5.07
H 7.82 0.31 3.86
H 7.53 -0.60 1.50
H 5.21 -0.47 0.47
C 0.98 7.01 -4.02
C 1.14 5.59 -4.66
C 0.50 5.62 -6.08
C 0.68 4.29 -6.83
C 0.40 3.10 -5.92
C 0.37 1.82 -6.52
C 0.11 0.70 -5.68
F -0.29 -0.48 -6.28
C -0.05 0.84 -4.33
C -0.05 2.10 -3.72
C -0.36 2.28 -2.33
O -0.97 1.35 -1.62
C 0.10 3.48 -1.73
C 0.51 4.57 -2.50
N 0.54 4.51 -3.85
C 0.25 3.27 -4.48
C 0.00 3.53 -0.23
O 0.99 3.82 0.46
O -1.10 3.09 0.41
H 1.50 7.74 -4.66
H 1.44 7.11 -3.02
H -0.10 7.23 -3.92
H 2.21 5.41 -4.78
H 0.90 6.46 -6.64
H -0.58 5.86 -5.96
H 1.73 4.19 -7.16
H -0.01 4.23 -7.72
H 0.61 1.75 -7.55
H -0.26 -0.01 -3.66
H 0.81 5.50 -2.04
O 1.31 -8.16 3.66
S 1.78 -9.23 2.73
O 3.06 -8.97 2.08
O 1.41 -10.58 3.16
C 0.87 -8.54 1.34
N 0.28 -9.33 0.47
C -0.26 -8.67 -0.56
C -0.11 -7.29 -0.77
C 0.50 -6.56 0.28
N 1.02 -7.24 1.34
C 0.73 -5.09 0.35
C 0.98 -4.57 1.63
C 1.08 -3.19 1.74
N 1.03 -2.34 0.72
C 0.76 -2.85 -0.49
C 0.60 -4.21 -0.75
H -0.76 -9.33 -1.27
H -0.34 -6.86 -1.74
H 1.08 -5.23 2.49
H 1.27 -2.76 2.69
H 0.62 -2.14 -1.32
H 0.42 -4.51 -1.79
Ge -2.45 2.08 -0.63
C -3.12 1.58 1.24
C -3.20 2.63 2.18
C -3.73 2.30 3.44
C -4.23 1.05 3.76
C -4.21 0.08 2.78
C -3.61 0.32 1.54
C -3.67 0.71 -1.60
C -5.04 0.91 -1.53
C -5.91 -0.14 -1.86
C -5.42 -1.37 -2.28
C -4.06 -1.56 -2.37
C -3.18 -0.51 -2.09
H -3.24 3.33 -1.09
H -2.88 3.63 2.01
H -3.78 3.10 4.19
H -4.74 0.97 4.76
H -4.62 -0.92 3.02
H -3.65 -0.48 0.81
H -5.49 1.82 -1.09
H -6.98 0.07 -1.79
H -6.10 -2.14 -2.57
H -3.63 -2.47 -2.77
H -2.12 -0.57 -2.14
```

Mulliken population analysis, charges in e, atoms 1 to 99:
1 Rb 0.8421
2 C -0.5263
3 C -0.4612
4 C -0.0464
5 C 0.0081
6 C -0.3693
7 C -0.5074
8 N 0.3448
9 N -0.3417
10 C 0.1047
11 C -0.3886
12 C -0.4216
13 C -0.5034
14 C -0.3687
15 N -0.0766
16 H 0.3983
17 H 0.3543
18 H 0.4018
19 H 0.4498
20 H 0.3614
21 H 0.4601
22 H 0.4144
23 H 0.3807
24 H 0.3725
25 C -1.6859
26 C 0.4203
27 C -1.1360
28 C -0.8573
29 C 1.0192
30 C -0.9664
31 C 0.1500
32 F -0.3007
33 C -0.7556
34 C 0.7879
35 C 0.5666
36 O -0.4488
37 C -0.0847
38 C 0.0707
39 N 0.2322
40 C -0.4788
41 C -0.2075
42 O -0.6229
43 O -0.2356
44 H 0.4145
45 H 0.5220
46 H 0.3883
47 H 0.1767
48 H 0.4236
49 H 0.3617
50 H 0.3448
51 H 0.4537
52 H 0.5512
53 H 0.3773
54 H 0.4410
55 O -0.6789
56 S 1.0624
57 O -0.6659
58 O -0.6376
59 C 0.3052
60 N -0.5557
61 C -0.3074
62 C -0.6677
63 C 0.4039
64 N -0.2240
65 C 1.0452
66 C -0.6415
67 C -0.6888
68 N 0.0091
69 C -0.1523
70 C -0.8060
71 H 0.4133
72 H 0.2508
73 H 0.5661
74 H 0.4822
75 H 0.2353
76 H 0.2957
77 Ge 1.4827
78 C -0.0458
79 C -0.6714
80 C -0.4314
81 C -0.5778
82 C -0.6384
83 C 0.0568
84 C -0.3455
85 C -0.4360
86 C -0.5204
87 C -0.5615
88 C -0.6539
89 C 0.0156
90 H -0.1152
91 H 0.4896
92 H 0.3560
93 H 0.3628
94 H 0.3474
95 H 0.4327
96 H 0.2586
97 H 0.3803
98 H 0.4254
99 H 0.4187


No. 2
Formula: C46H37KN4O3P2S5Sb
Source: OMol25
Level of theory: ωB97M-V with the def2-TZVPD basis set

Results
2S+1	2
Kohn-Sham gap (spin up / spin down)	5.4 / 5.4	eV
total charge	-2
calculated total energy	-156024.1824	eV

The geometry in XYZ format:
```
99
C46H37KN4O3P2S5Sb ωB97M-V with the def2-TZVPD basis set
K -0.66 1.44 1.19
O 3.06 -0.43 1.54
S 1.78 -1.15 1.29
C 1.89 -2.47 2.56
C 3.15 -2.71 3.10
C 3.26 -3.55 4.19
C 2.12 -4.10 4.77
C 0.87 -3.83 4.24
C 0.74 -3.03 3.10
P -0.79 -2.55 2.21
C -1.55 -1.53 3.53
C -2.89 -1.58 3.89
C -3.40 -0.72 4.85
C -2.58 0.19 5.48
C -1.25 0.28 5.12
C -0.74 -0.57 4.14
C -1.72 -4.13 2.16
C -3.08 -4.15 1.82
C -3.73 -5.35 1.59
C -3.05 -6.55 1.67
C -1.70 -6.55 1.97
C -1.04 -5.35 2.22
C 2.07 -2.10 -0.27
C 3.42 -2.06 -0.58
C 3.93 -2.69 -1.70
C 3.05 -3.36 -2.53
C 1.70 -3.37 -2.23
C 1.13 -2.74 -1.11
P -0.71 -3.12 -0.82
C -1.75 -1.52 -1.13
C -0.93 -0.44 -1.73
C -1.31 0.25 -2.83
C -2.52 -0.04 -3.50
C -3.31 -1.11 -3.05
C -2.94 -1.86 -1.97
C -1.09 -4.00 -2.40
C -1.11 -3.42 -3.67
C -1.48 -4.16 -4.78
C -1.85 -5.50 -4.64
C -1.84 -6.08 -3.38
C -1.46 -5.34 -2.27
H 4.00 -2.20 2.67
H 4.24 -3.75 4.62
H 2.21 -4.73 5.65
H -0.02 -4.24 4.70
H -3.57 -2.26 3.40
H -4.47 -0.74 5.05
H -3.00 0.89 6.20
H -0.60 1.03 5.56
H 0.31 -0.47 3.86
H -3.61 -3.22 1.67
H -4.78 -5.33 1.33
H -3.57 -7.49 1.48
H -1.15 -7.48 2.02
H 0.02 -5.38 2.43
H 4.07 -1.50 0.08
H 4.99 -2.63 -1.92
H 3.39 -3.87 -3.42
H 1.07 -3.92 -2.91
H 0.02 -0.20 -1.26
H -0.67 1.05 -3.19
H -2.83 0.55 -4.35
H -4.25 -1.33 -3.55
H -3.56 -2.68 -1.62
H -0.85 -2.38 -3.78
H -1.50 -3.69 -5.75
H -2.14 -6.08 -5.50
H -2.13 -7.12 -3.26
H -1.47 -5.78 -1.28
N 7.59 4.36 1.11
C 6.25 4.04 0.81
C 5.46 4.91 0.05
C 4.14 4.60 -0.21
C 3.58 3.44 0.29
C 4.35 2.57 1.04
C 5.68 2.86 1.30
S 1.87 3.03 0.00
O 1.39 2.69 1.33
O 1.26 4.18 -0.62
N 1.75 1.71 -0.84
C 2.35 1.57 -2.03
N 2.04 0.43 -2.73
C 2.61 0.27 -3.90
C 3.50 1.19 -4.46
C 3.74 2.32 -3.69
N 3.18 2.53 -2.51
H 8.02 4.94 0.39
H 8.16 3.55 1.28
H 5.90 5.82 -0.33
H 3.52 5.26 -0.81
H 3.91 1.65 1.42
H 6.28 2.18 1.89
H 2.35 -0.64 -4.44
H 3.97 1.04 -5.42
H 4.41 3.09 -4.05
S -6.15 -0.38 2.21
Sb -4.77 1.05 1.09
S -3.42 2.14 2.62
S -2.56 -1.02 0.46
```

Partial atomic charges computed with the Mulliken method, in multiples of e:
1 K 0.7677
2 O -0.8103
3 S 1.5866
4 C -0.4752
5 C -0.5464
6 C -0.7981
7 C -0.7632
8 C 0.1688
9 C -0.4636
10 P 1.9093
11 C 0.7524
12 C -0.5341
13 C -0.5282
14 C -0.6259
15 C -0.6325
16 C -0.4688
17 C 0.8838
18 C -0.6283
19 C -1.0905
20 C -0.6115
21 C -0.8318
22 C -0.4951
23 C 0.4174
24 C -0.9351
25 C -0.8892
26 C -1.1002
27 C -0.8482
28 C 0.3789
29 P 1.1514
30 C 1.8085
31 C -1.1901
32 C -0.3260
33 C -1.1542
34 C -0.7909
35 C -0.9463
36 C -0.2692
37 C 0.5278
38 C -0.8411
39 C -0.6489
40 C -0.4359
41 C -1.0965
42 H 0.4635
43 H 0.3778
44 H 0.3949
45 H 0.5179
46 H 0.2874
47 H 0.3597
48 H 0.3146
49 H 0.3996
50 H 0.2858
51 H 0.4113
52 H 0.4597
53 H 0.3489
54 H 0.3829
55 H 0.3445
56 H 0.3945
57 H 0.3746
58 H 0.4363
59 H 0.4852
60 H 0.6136
61 H 0.4522
62 H 0.3558
63 H 0.4318
64 H 0.5074
65 H 0.4281
66 H 0.4086
67 H 0.3349
68 H 0.4095
69 H 0.2537
70 N -0.6506
71 C 1.2007
72 C -0.7507
73 C -0.2872
74 C -0.6306
75 C -0.2541
76 C -0.9015
77 S 1.3855
78 O -0.9104
79 O -0.8148
80 N 0.0919
81 C 0.0148
82 N 0.1170
83 C -0.1972
84 C -0.9171
85 C -0.3740
86 N -0.4516
87 H 0.2275
88 H 0.2347
89 H 0.2689
90 H 0.4705
91 H 0.4664
92 H 0.2960
93 H 0.4076
94 H 0.3792
95 H 0.3962
96 S -0.7659
97 Sb 0.4370
98 S -0.7338
99 S 0.4340